Computed, not measured: the molecule C3H9NS in a non-equilibrium geometry, with wB97M-V/def2-TZVPD.

Structure (XYZ):
```
14
Properties=species:S:1:pos:R:3:forces:R:3:mulliken_charge:R:1
C -0.620 -0.629 -2.349 -2.6 -1.3 -0.2 -0.86
N 0.399 -0.824 -1.368 0.2 0.2 1.7 -0.26
C 0.634 0.357 -0.429 0.4 1.2 -3.0 -0.64
S -0.420 0.758 0.971 -0.1 -1.5 0.3 -0.05
C 0.378 -0.359 2.311 -4.0 2.5 -0.6 -0.89
H -1.435 -0.019 -1.896 0.0 -1.0 0.1 0.28
H -1.048 -1.645 -2.821 0.8 2.1 1.5 0.24
H -0.448 -0.024 -3.207 1.2 0.7 -1.0 0.35
H 1.180 -1.336 -1.760 0.3 0.6 0.6 0.22
H 1.618 0.464 0.070 -0.1 -0.8 -1.1 0.38
H 0.518 1.253 -1.165 0.3 -0.9 1.6 0.31
H 1.221 0.195 2.550 2.2 0.0 0.4 0.35
H -0.377 -0.100 3.106 0.8 -1.0 -0.4 0.25
H 0.349 -1.365 1.965 0.4 -0.6 0.1 0.32
```
Forces are in eV/Å.

- SMILES: CNCSC
- Frontier orbital gap: 9.54 eV
- Net charge: 0
- E_tot: -15580.5394 eV
- Lowest unoccupied orbital energy: 0.038 hartree


Computed, not measured: the molecule C10H7N5 in a non-equilibrium geometry, with wB97M-V/def2-TZVPD.

Structure (XYZ):
```
22
Properties=species:S:1:pos:R:3:forces:R:3:mulliken_charge:R:1
N -2.403 -1.312 2.898 -0.8 -0.8 0.5 -0.45
C -1.549 -0.656 2.507 0.3 -0.3 0.0 0.47
C -0.664 0.259 1.957 0.7 0.2 -0.8 -0.46
C 0.792 0.174 1.975 -0.9 -2.5 0.6 -0.18
N 1.460 -0.888 1.669 0.3 0.9 -0.8 -0.32
N 0.867 -1.994 1.198 -0.7 -0.2 -0.1 -0.33
C 0.015 -1.937 0.239 -0.5 -2.8 1.5 -0.35
C -0.659 -0.758 -0.268 1.7 0.4 0.6 0.51
C -2.027 -0.988 -0.377 1.1 1.1 -0.4 -0.14
N -3.144 -1.144 -0.494 -2.4 -0.5 -0.2 -0.44
C 0.148 0.171 -0.979 -0.6 -1.1 -0.1 0.49
C 1.530 0.151 -1.179 -1.1 1.7 -0.3 -0.47
C 1.693 1.328 -1.993 5.7 -1.7 -0.4 -0.55
C 0.541 1.875 -2.289 -0.1 1.5 0.0 -0.57
N -0.407 1.230 -1.639 -3.2 -1.2 0.2 -0.14
H -1.179 1.196 1.894 0.3 0.8 -0.3 0.44
H 1.445 0.885 2.364 0.5 1.9 0.4 0.55
H -0.488 -2.945 0.071 0.8 1.3 -0.2 0.40
H 2.244 -0.437 -0.621 0.0 -0.1 -0.4 0.53
H 2.652 1.728 -2.435 -1.1 -0.6 1.0 0.33
H 0.483 2.894 -2.463 -0.7 1.7 -1.5 0.40
H -1.352 1.167 -2.036 0.4 0.2 0.8 0.29
```
Forces are in eV/Å.

- SMILES: N#C\C=C/N=N\C=C(\C#N)c1ccc[nH]1
- Frontier orbital gap (spin up / spin down): 6.75 / 6.34 eV
- Net charge: 0
- E_tot: -17927.8907 eV
- Lowest unoccupied orbital energy (spin up / spin down): -0.079 / -0.075 hartree


Computed, not measured: the molecule C21H29N3O6, with wB97M-V/def2-TZVPD.

Structure (XYZ):
```
59
Properties=species:S:1:pos:R:3:forces:R:3:mulliken_charge:R:1
C 1.761 -0.816 4.002 0.2 -0.2 -0.3 -0.90
C 2.636 -1.810 3.252 0.1 0.1 0.5 -0.45
O 2.654 -1.531 1.850 -0.2 -0.1 -0.2 -0.31
C 3.473 -0.547 1.437 0.3 0.1 -0.3 0.35
O 4.239 0.029 2.163 0.0 0.0 0.1 -0.61
C 3.282 -0.270 -0.031 -0.3 0.1 0.0 -0.55
C 1.800 0.101 -0.304 0.2 0.1 0.3 0.47
C 1.479 1.486 0.280 -0.2 -0.4 0.2 -0.63
O 2.088 2.520 -0.450 0.3 0.1 0.1 -0.47
C 1.645 2.508 -1.786 0.0 -0.1 -0.4 -0.55
C 1.984 1.183 -2.465 -0.1 0.3 0.2 -0.68
N 1.409 0.103 -1.690 0.2 0.1 0.0 0.74
C 1.411 -1.172 -2.386 -0.2 0.1 0.0 -0.98
C 0.233 -1.193 -3.309 -0.3 0.0 0.1 1.39
C 0.169 -1.473 -4.682 -0.3 0.0 0.3 -1.20
N -1.046 -1.268 -5.156 -0.2 -0.1 -0.9 -1.11
N -1.767 -0.841 -4.124 0.1 0.0 0.4 0.49
C -1.052 -0.784 -2.977 0.5 -0.2 -0.3 -0.99
C -1.574 -0.328 -1.695 -0.3 0.3 0.3 0.20
C -2.229 0.882 -1.584 0.0 -0.1 0.1 -1.05
C -2.660 1.362 -0.344 0.0 -0.1 0.0 0.32
O -3.259 2.579 -0.417 0.1 -0.3 -0.2 -0.45
C -3.718 3.254 0.734 -0.1 0.3 0.3 -0.78
C -2.433 0.598 0.807 -0.2 0.1 0.3 0.89
O -2.794 1.070 2.056 0.5 -0.1 -0.5 -0.49
C -3.765 0.311 2.750 -0.3 -0.2 0.2 -0.79
C -1.771 -0.642 0.683 0.0 0.0 0.0 0.51
O -1.561 -1.322 1.849 -0.2 0.5 -0.1 -0.54
C -0.891 -2.559 1.800 0.1 -0.2 0.0 -0.76
C -1.361 -1.100 -0.556 0.0 -0.1 0.1 -0.27
H 2.201 0.177 3.950 0.0 0.1 0.0 0.33
H 0.764 -0.780 3.569 -0.1 0.0 0.0 0.08
H 1.686 -1.111 5.045 0.0 0.0 0.1 0.42
H 3.662 -1.775 3.633 -0.2 -0.1 -0.1 0.46
H 2.244 -2.826 3.333 0.1 0.1 0.0 0.33
H 3.535 -1.168 -0.598 0.1 0.0 0.0 0.41
H 3.940 0.550 -0.318 0.0 -0.1 0.0 0.30
H 1.170 -0.634 0.207 0.1 0.1 0.0 -0.51
H 1.857 1.568 1.301 -0.1 0.0 0.0 0.38
H 0.386 1.618 0.281 0.1 0.0 0.0 0.34
H 2.143 3.341 -2.284 -0.1 0.0 0.0 0.40
H 0.555 2.656 -1.816 0.1 0.0 0.0 0.21
H 1.540 1.160 -3.463 0.0 0.0 0.0 0.47
H 3.078 1.085 -2.566 0.0 0.0 -0.1 0.27
H 2.335 -1.336 -2.962 0.0 -0.1 0.1 0.47
H 1.329 -1.974 -1.648 0.1 0.0 0.0 0.44
H 0.952 -1.815 -5.329 0.2 -0.1 -0.2 0.55
H -2.743 -0.619 -4.245 0.1 -0.1 0.0 0.21
H -2.400 1.507 -2.446 0.0 0.1 -0.1 0.51
H -4.561 2.735 1.198 0.1 0.0 0.0 0.26
H -4.051 4.227 0.374 0.0 -0.1 0.0 0.28
H -2.923 3.384 1.470 -0.1 0.0 -0.1 0.29
H -3.974 0.868 3.662 -0.1 0.0 0.0 0.31
H -4.685 0.216 2.160 0.0 0.0 0.0 0.31
H -3.396 -0.684 3.005 0.0 0.1 0.0 0.21
H -1.430 -3.285 1.182 0.0 0.0 0.0 0.42
H 0.133 -2.449 1.430 0.0 0.0 0.0 0.14
H -0.864 -2.916 2.829 0.0 0.0 -0.1 0.27
H -0.868 -2.051 -0.659 0.1 -0.1 0.0 0.64
```
Forces are in eV/Å.

- SMILES: CCOC(=O)C[C@H]1COCCN1Cc1cn[nH]c1-c1cc(OC)c(OC)c(OC)c1
- Frontier orbital gap: 8.92 eV
- Net charge: 0
- E_tot: -39001.2622 eV
- Lowest unoccupied orbital energy: 0.023 hartree


Computed, not measured: the molecule C19H24N2O5S2 in a non-equilibrium geometry, with wB97M-V/def2-TZVPD.

Structure (XYZ):
```
52
Properties=species:S:1:pos:R:3:forces:R:3:mulliken_charge:R:1
C 3.523 5.079 4.093 -0.3 0.0 -0.2 -1.05
C 2.574 5.460 2.961 0.4 0.1 0.1 -0.40
O 1.300 4.859 3.094 -0.3 -0.2 0.0 -0.47
C 1.134 3.546 2.801 -0.2 -0.3 0.0 0.81
C 2.091 2.709 2.234 0.2 0.3 0.0 -0.37
C 1.770 1.391 1.962 -0.2 -0.1 0.1 -1.63
C 0.511 0.873 2.226 0.0 0.0 0.2 1.04
C 0.255 -0.566 1.915 -0.1 0.1 0.0 -0.53
O 0.944 -1.454 2.388 0.2 -0.1 0.1 -0.66
N -0.800 -0.831 1.101 -0.1 -0.2 0.0 0.72
C -1.465 0.127 0.251 0.0 0.2 -0.4 -0.70
C -1.064 -0.123 -1.207 -0.1 0.6 0.1 -0.92
N -1.367 -1.491 -1.545 -0.4 -0.3 -0.9 -0.01
S -1.488 -1.848 -3.162 0.1 0.3 0.1 1.21
O -2.270 -0.817 -3.768 0.2 0.2 0.1 -0.72
O -1.897 -3.213 -3.270 0.3 -0.1 0.2 -0.69
C 0.170 -1.709 -3.777 -0.5 -0.4 0.3 0.04
C 0.760 -0.612 -4.327 -0.3 0.0 0.1 -0.21
C 2.117 -0.837 -4.641 0.1 -0.1 0.0 -0.57
C 2.522 -2.093 -4.313 -0.3 -0.2 0.2 -0.46
S 1.256 -3.030 -3.620 0.3 0.3 -0.3 -0.10
C -0.687 -2.455 -0.712 0.1 -0.5 0.4 -0.62
C -1.086 -2.205 0.742 0.2 -0.3 -0.1 -1.24
C -0.442 1.704 2.833 0.3 0.2 0.0 0.33
O -1.715 1.282 3.119 0.1 0.2 -0.4 -0.47
C -1.845 0.213 4.049 -0.1 -0.3 0.4 -0.19
C -3.209 -0.428 3.857 0.4 0.3 0.0 -1.17
C -0.124 3.023 3.105 0.0 0.0 0.0 -0.27
H 4.466 5.605 3.974 0.1 0.0 0.0 0.36
H 3.713 4.008 4.098 0.1 -0.1 0.0 0.35
H 3.084 5.353 5.049 0.0 0.0 0.1 0.31
H 2.369 6.534 2.994 0.1 -0.2 -0.1 0.32
H 3.014 5.224 1.984 -0.1 0.1 0.1 0.33
H 3.081 3.062 1.996 0.1 0.1 0.0 0.39
H 2.513 0.741 1.524 0.1 -0.1 0.0 0.51
H -1.200 1.143 0.542 -0.1 -0.1 -0.1 0.49
H -2.547 -0.003 0.353 0.0 0.1 0.0 0.25
H -1.636 0.511 -1.885 0.1 0.1 0.1 0.50
H 0.012 0.087 -1.331 -0.1 0.0 0.0 0.36
H 0.225 0.302 -4.507 -0.1 0.2 0.0 0.50
H 2.756 -0.099 -5.091 0.1 0.1 -0.1 0.41
H 3.493 -2.528 -4.441 0.2 -0.1 0.0 0.45
H -0.996 -3.446 -1.042 0.1 0.0 0.2 0.51
H 0.407 -2.362 -0.808 -0.1 0.0 0.0 0.35
H -0.518 -2.853 1.412 -0.1 0.1 -0.1 0.53
H -2.158 -2.385 0.862 0.0 0.0 0.0 0.30
H -1.757 0.620 5.067 0.1 -0.1 -0.2 0.43
H -1.050 -0.527 3.909 -0.1 0.1 0.1 0.26
H -3.987 0.323 3.961 -0.1 0.0 0.0 0.32
H -3.358 -1.204 4.602 0.0 -0.1 0.1 0.38
H -3.281 -0.868 2.866 0.0 -0.1 -0.1 0.19
H -0.861 3.665 3.559 -0.1 0.1 0.1 0.50
```
Forces are in eV/Å.

- SMILES: CCOc1ccc(C(=O)N2CCN(S(=O)(=O)c3cccs3)CC2)c(OCC)c1
- Frontier orbital gap: 9.17 eV
- Net charge: 0
- E_tot: -54980.0593 eV
- Lowest unoccupied orbital energy: 0.018 hartree


Q: E_tot of number 2 (C10H7N5)?
A: -17927.8907 eV